[1]
A single C5H10O2 molecule, computed with ωB97M-V/def2-TZVPD.

Last column: natural (NBO) charge in e.
CARTESIAN COORDINATES (ANGSTROEM)
H1 0.813 1.528 -0.116  0.17
C1 0.351 0.541 0.031  0.06
H2 0.272 -1.425 -2.591  0.21
H3 0.575 -2.587 -1.276  0.23
C2 -1.660 1.545 0.659  -0.25
H4 -0.851 -1.525 -1.211  0.23
C3 0.201 -1.585 -1.509  -0.65
H5 1.501 0.364 1.959  0.18
O1 1.542 -1.157 0.506  -0.53
H6 1.908 -0.255 -1.339  0.17
C4 1.059 -0.598 -0.733  0.10
H7 -1.248 2.558 0.525  0.17
H8 0.020 -0.649 1.874  0.18
O2 -1.029 0.609 -0.181  -0.53
C5 0.833 -0.193 1.291  -0.09
H9 -2.719 1.558 0.392  0.20
H10 -1.567 1.270 1.720  0.17

ΔE to the lowest compared entry with this formula, charge and spin: 245.6 kJ/mol
E_HOMO: -9.65 eV
Max |F|: 0.4 eV Å⁻¹
Orbital gap: 10.668 eV

[2]
A single C5H10O2 molecule in a non-equilibrium geometry, computed with ωB97M-V/def2-TZVPD.

Last column: natural (NBO) charge in e.
CARTESIAN COORDINATES (ANGSTROEM)
H1 -0.651 0.351 1.435  0.15
H2 -0.400 -0.203 -1.548  0.22
O1 2.343 -0.550 -1.215  -0.50
H3 1.080 -1.348 1.333  0.46
H4 1.743 0.397 1.512  0.22
H5 -2.173 -1.579 -0.399  0.22
C1 1.264 0.702 0.607  -0.53
H6 -1.068 1.244 -0.796  0.20
C2 -2.291 -0.501 -0.525  -0.60
C3 2.318 0.355 -0.421  0.44
H7 3.182 1.046 -0.332  0.10
H8 -2.921 -0.320 -1.403  0.21
H9 1.113 1.780 0.642  0.23
C4 -0.920 0.162 -0.657  -0.42
H10 -2.830 -0.115 0.350  0.20
C5 -0.060 -0.029 0.584  0.11
O2 0.269 -1.390 0.834  -0.70

ΔE to the lowest compared entry with this formula, charge and spin: 161.8 kJ/mol
E_HOMO: -9.67 eV
Max |F|: 1.3 eV Å⁻¹
Orbital gap: 10.427 eV

[3]
A molecular structure, C5H10O2, computed with ωB97M-V/def2-TZVPD.

Last column: natural (NBO) charge in e.
CARTESIAN COORDINATES (ANGSTROEM)
C1 -0.526 0.302 -0.460  -0.26
H1 -2.269 -1.070 -0.439  0.16
H2 -0.755 0.293 1.741  0.18
H3 2.552 -1.280 -0.115  0.16
C2 0.464 -0.850 -0.439  -0.42
H4 -0.689 1.952 1.077  0.18
O1 1.839 0.154 1.217  -0.73
C3 -0.986 0.918 0.870  -0.05
C4 -2.020 -0.014 -0.629  -0.05
H5 -2.507 0.305 -1.558  0.18
O2 -2.368 0.817 0.485  -0.54
H6 0.134 -1.605 0.287  0.21
H7 2.233 0.321 -0.821  0.16
H8 -0.198 1.075 -1.165  0.20
C5 1.874 -0.413 -0.081  -0.06
H9 2.731 0.433 1.452  0.47
H10 0.490 -1.338 -1.423  0.21

ΔE to the lowest compared entry with this formula, charge and spin: 222.7 kJ/mol
E_HOMO: -9.39 eV
Max |F|: 0.4 eV Å⁻¹
Orbital gap: 10.199 eV

[4]
A single C5H10O2 molecule, computed with ωB97M-V/def2-TZVPD.

Last column: natural (NBO) charge in e.
CARTESIAN COORDINATES (ANGSTROEM)
C1 -1.085 0.183 -0.450  0.08
H1 2.597 -0.873 0.764  0.21
H2 -1.917 -0.450 1.410  0.24
H3 -0.432 2.012 -0.599  0.47
H4 0.521 0.497 1.520  0.47
O1 -1.075 1.547 -0.046  -0.73
H5 -2.212 -1.581 0.088  0.21
C2 2.657 -0.108 -0.005  -0.36
C3 -2.176 -0.517 0.351  -0.63
H6 -1.296 0.110 -1.529  0.16
H7 0.239 -1.513 -0.395  0.19
H8 1.507 0.919 -1.469  0.20
H9 -3.161 -0.073 0.186  0.22
O2 0.382 -0.443 1.320  -0.71
H10 3.610 0.376 -0.164  0.20
C4 0.266 -0.456 -0.097  0.02
C5 1.530 0.204 -0.642  -0.25

ΔE to the lowest compared entry with this formula, charge and spin: 201.6 kJ/mol
E_HOMO: -9.72 eV
Max |F|: 0.4 eV Å⁻¹
Orbital gap: 10.568 eV